*A*
Density functional theory data (wB97M-V/def2-TZVPD) for a cluster of 2 separate species, C3H4P2 in total.

Geometry as XYZ:
```
9
Properties=species:S:1:pos:R:3
C 1.92226 0.20444 -0.00034
C 0.55914 0.41124 -0.01737
C -0.24118 -0.65658 -0.19869
P -2.63930 -0.12450 0.29463
P -4.53474 0.24257 -0.02986
H 2.67928 1.02600 -0.26330
H 2.37354 -0.84080 0.12903
H 0.15901 1.32378 -0.06033
H -0.27801 -1.58614 0.14623
```

Results
- HOMO-LUMO gap (spin up / spin down) (Eh) = 0.25497 / 0.25227
- HOMO level (spin up / spin down) (eV) = -7.936 / -7.571

***

*B*
Density functional theory data (wB97M-V/def2-TZVPD) for an isolated molecule of C3H4P2.

Geometry as XYZ:
```
9
Properties=species:S:1:pos:R:3
H 3.06948 -1.09354 -0.10993
P 2.53876 0.13464 0.10050
C 0.98156 -0.34338 0.14978
P -0.15035 -1.81247 0.18491
C -0.39590 -0.06210 0.34928
C -1.17156 1.02111 0.47733
H -0.05095 -1.89202 -1.15506
H -0.44584 1.74420 0.87879
H -2.32040 1.01024 0.58932
```

Results
- SMILES string = [H]/P=C1\PC1=C
- HOMO-LUMO gap (Eh) = 0.30554
- HOMO level (eV) = -9.004

***

In terms of stability, *B* leads; the second structure lies 202.4 kJ/mol higher.

***

*A*
Density functional theory data (wB97M-V/def2-TZVPD) for the ion C4H7N4 with charge +1.

Geometry as XYZ:
```
15
Properties=species:S:1:pos:R:3
C 0.58210 -1.12800 -0.27553
C 0.78885 0.28969 -0.13689
C -1.54568 0.93396 0.19711
C 2.12742 0.78804 0.04194
N -3.60817 -0.03941 -0.07522
N -2.50418 0.28289 0.01186
N -0.43178 -1.79337 0.02731
N -0.21346 1.12410 0.01400
H 1.49915 -1.53033 -0.63730
H 2.39311 1.92403 -0.08443
H 2.30802 0.62190 1.10864
H 2.81511 0.18360 -0.53371
H -3.89919 -0.98818 0.13072
H -0.29940 -2.75574 -0.04975
H -0.01192 2.08681 0.26127
```

Results
- HOMO-LUMO gap (spin up / spin down) (Eh) = 0.26175 / 0.26216
- net charge = +1
- HOMO level (spin up / spin down) (eV) = -13.023 / -13.030

***

*B*
Density functional theory data (wB97M-V/def2-TZVPD) for the ion C4H7N4 with charge +1.

Geometry as XYZ:
```
15
Properties=species:S:1:pos:R:3
C 0.33098 1.99604 0.46955
N -0.46256 1.30727 1.39965
C -0.90625 -0.18962 1.35300
C -1.41531 -0.79293 2.47992
N -1.86710 -1.36486 3.35968
C -0.48107 -1.07478 0.24724
N -0.35792 -2.32255 0.68197
N -0.24160 -0.44397 -0.90749
H 0.81725 2.81102 1.17306
H -0.32089 2.60664 -0.38619
H 0.96033 1.31727 -0.08791
H -0.81351 -2.66805 1.50500
H 0.02016 -2.98373 0.00235
H -0.35476 0.54705 -1.01478
H 0.34042 -0.90643 -1.58594
```

Results
- SMILES string = C/N=C(/C#N)C(N)=[NH2+]
- HOMO-LUMO gap (spin up / spin down) (Eh) = 0.29928 / 0.31333
- net charge = +1
- HOMO level (spin up / spin down) (eV) = -14.662 / -14.585

***

In terms of stability, *B* leads; the second structure lies 124.7 kJ/mol higher.

***

*A*
Density functional theory data (wB97M-V/def2-TZVPD) for a cluster of 2 separate species, C5H11ClSi in total.

Geometry as XYZ:
```
18
Properties=species:S:1:pos:R:3
C -2.63458 -0.49247 -0.18027
C -2.88432 0.95502 -0.45302
C -1.59247 0.37030 -0.75582
C 2.12410 -0.73965 -1.18568
C 1.74445 -0.16884 1.96834
Si 1.99686 0.61516 0.22944
Cl 3.43076 2.08020 -0.12589
H -2.60917 -0.77331 0.92302
H -3.18152 -1.30009 -0.61752
H -3.51664 1.24119 -1.30141
H -3.11308 1.42015 0.53542
H -1.08224 0.43725 -1.66851
H 3.06097 -1.28975 -1.33691
H 1.17124 -1.31129 -1.17617
H 2.07024 -0.04310 -1.92622
H 1.70063 -1.19991 1.86418
H 2.43001 0.05073 2.80407
H 0.88475 0.14840 2.40294
```

Results
- HOMO-LUMO gap (spin up / spin down) (Eh) = 0.29795 / 0.26817
- HOMO level (spin up / spin down) (eV) = -8.368 / -7.169

***

*B*
Density functional theory data (wB97M-V/def2-TZVPD) for a cluster of 2 separate species, C5H11ClSi in total.

Geometry as XYZ:
```
18
Properties=species:S:1:pos:R:3
C 0.99943 1.67339 -1.76553
C -0.45015 1.39555 -1.35083
C 1.50625 0.96885 -0.49485
C 0.06249 0.85941 0.01464
C -0.50633 -0.52226 0.33901
Si -0.93504 -2.94698 2.37797
Cl -2.11843 -2.34740 3.89116
H 1.30653 1.21456 -2.70317
H 1.24002 2.73370 -1.79738
H -1.10884 2.25926 -1.29068
H -0.93410 0.62833 -1.95178
H 1.96870 0.00295 -0.68897
H 2.16642 1.56304 0.13265
H -0.16572 -1.29064 -0.33839
H -1.58103 -0.49938 0.45280
H -0.15554 1.55143 0.83028
H -1.63880 -3.82779 1.46584
H 0.34413 -3.41602 2.87722
```

Results
- HOMO-LUMO gap (spin up / spin down) (Eh) = 0.29357 / 0.28146
- HOMO level (spin up / spin down) (eV) = -8.305 / -7.494

***

In terms of stability, *B* leads; the second structure lies 58.9 kJ/mol higher.

***

*A*
Density functional theory data (wB97M-V/def2-TZVPD) for the ion C4H2NO2 with charge -1.

Geometry as XYZ:
```
9
Properties=species:S:1:pos:R:3
C 0.37957 0.47150 0.14000
C 0.82684 -0.95533 -0.30120
C 1.54688 0.20869 -0.76586
C -0.96488 -1.27183 1.78521
N 0.41843 -0.62105 1.06361
O -1.36175 -2.20777 1.11512
O -1.23038 -0.70489 2.78697
H -0.26083 1.37854 0.00743
H 0.10648 -1.60387 -0.71535
```

Results
- HOMO-LUMO gap (Eh) = 0.28750
- net charge = -1
- HOMO level (eV) = -3.525

***

*B*
Density functional theory data (wB97M-V/def2-TZVPD) for a structure of composition C4H2NO2.

Geometry as XYZ:
```
9
Properties=species:S:1:pos:R:3
C 0.11042 0.22272 1.35873
C -0.20185 1.29202 0.23737
C -0.06414 1.58525 1.73688
C 0.34596 -1.19256 -1.41656
N 0.55252 0.20499 -0.10464
O 0.91481 -0.84500 -2.36774
O -0.25021 -2.07028 -0.85463
H -0.40218 -0.70250 1.81659
H -1.00532 1.50537 -0.40600
```

Results
- HOMO-LUMO gap (Eh) = 0.26245
- net charge = -1
- HOMO level (eV) = -3.026

***

In terms of stability, *A* leads; the second structure lies 11.7 kJ/mol higher.

***

*A*
Density functional theory data (wB97M-V/def2-TZVPD) for a cluster of 2 separate species, C8H19NO in total.

Geometry as XYZ:
```
29
Properties=species:S:1:pos:R:3
C -2.99229 -0.25777 1.45131
C -1.70291 -0.89946 0.83738
N -0.62048 0.23070 1.14925
C 0.86145 -0.07868 1.06135
C -0.78559 1.32126 0.40901
C -2.14771 1.94457 -0.26806
O 0.03549 2.19634 0.45049
H -2.91228 -0.89177 2.54470
H -3.82221 -0.60338 0.79384
H -3.21484 0.83294 1.42710
H -1.40697 -2.06819 1.27144
H -1.70948 -1.06700 -0.28894
H 1.49422 0.32667 0.10180
H 1.60760 0.18600 1.82341
H 0.70995 -1.19218 0.79139
H -2.37954 2.75559 0.43416
H -1.89242 2.36952 -1.31174
H -2.99318 1.28099 -0.34746
C 2.88515 -0.03163 -1.71982
C 1.97207 -1.29353 -1.95393
C 2.16518 -2.48179 -0.95836
H 3.48679 -0.27904 -0.89625
H 2.44962 0.90291 -1.51620
H 3.29571 0.02969 -2.70982
H 0.98890 -1.22375 -2.20369
H 2.33245 -1.64608 -2.97722
H 1.93557 -2.25039 0.13233
H 1.41502 -3.23442 -1.10968
H 3.14252 -2.75156 -0.76115
```

Results
- SMILES string = CCN(C)C(C)=O.CCC
- HOMO-LUMO gap (Eh) = 0.36922
- HOMO level (eV) = -9.277

***

*B*
Density functional theory data (wB97M-V/def2-TZVPD) for a cluster of 2 separate species, C8H19NO in total.

Geometry as XYZ:
```
29
Properties=species:S:1:pos:R:3
C -3.16275 -0.91084 -0.51636
C -2.19027 0.10133 -1.11791
C -2.58715 1.53612 -0.77572
C -0.71885 -0.18594 -0.76463
C -0.43955 0.10678 0.90523
O 0.09650 0.53376 -1.57875
H -4.15976 -0.76019 -0.92859
H -2.85470 -1.93148 -0.74268
H -3.23225 -0.80520 0.56536
H -2.22548 -0.00313 -2.20863
H -1.84378 2.22677 -1.16823
H -2.67404 1.67287 0.30162
H -3.55030 1.77775 -1.22578
H -0.52250 -1.27134 -0.84430
H -1.35049 -0.27309 1.35708
H 0.35176 -0.48956 1.35007
H -0.38035 1.17269 1.10821
H 1.09366 0.78587 -1.12983
C 3.01736 0.08628 1.85258
C 2.59751 -0.01825 0.41764
C 2.63436 -1.37773 -0.20656
N 2.34769 0.98548 -0.33845
H 2.84034 1.08177 2.25383
H 2.48746 -0.64834 2.46042
H 4.08294 -0.13068 1.93181
H 3.65757 -1.75594 -0.19088
H 2.00738 -2.06681 0.35765
H 2.25635 -1.33719 -1.22495
H 2.42133 1.89824 0.10075
```

Results
- SMILES string = CC(C)[C@H](C)O.CC(C)=N
- HOMO-LUMO gap (Eh) = 0.34939
- HOMO level (eV) = -8.782

***

In terms of stability, *B* leads; the second structure lies 395.8 kJ/mol higher.

***

*A*
Density functional theory data (wB97M-V/def2-TZVPD) for a cluster of 2 separate species, C8H19NO in total.

Geometry as XYZ:
```
29
Properties=species:S:1:pos:R:3
C -1.22672 2.91033 0.30853
C -2.04752 1.75666 -0.11399
N -1.70610 0.37757 0.47209
C -0.94169 0.15985 1.66650
C -2.48285 -0.61551 0.01148
C -2.29355 -2.05740 0.43643
O -3.20504 -0.49152 -0.99263
H -0.91443 3.53916 -0.50467
H -0.35070 2.41757 0.99285
H -1.55752 3.65186 1.12162
H -3.01493 1.94138 0.34292
H -2.45238 1.78547 -1.12375
H -0.94001 1.11522 2.21288
H -1.29416 -0.56622 2.36358
H 0.06482 -0.20145 1.48710
H -3.21143 -2.27418 1.07629
H -2.14062 -2.67814 -0.43382
H -1.60440 -2.09182 1.29560
C 2.85829 -1.78959 -0.10111
C 2.99670 -0.39226 -0.63834
C 2.75081 -0.12740 -2.14124
H 3.34865 -2.46048 -0.80209
H 3.42112 -2.06569 0.78946
H 1.87533 -2.09135 0.10590
H 3.99587 0.03649 -0.35278
H 2.32328 0.28745 -0.00245
H 3.37788 0.69271 -2.47195
H 1.76020 0.32905 -2.39410
H 2.61114 -1.09780 -2.61032
```

Results
- SMILES string = CCN(C)C(C)=O.CCC
- HOMO-LUMO gap (Eh) = 0.35944
- HOMO level (eV) = -9.075

***

*B*
Density functional theory data (wB97M-V/def2-TZVPD) for a cluster of 2 separate species, C8H19NO in total.

Geometry as XYZ:
```
29
Properties=species:S:1:pos:R:3
C 1.27672 -0.65811 1.50188
C 1.47699 -1.91700 0.69052
N 0.79724 -1.77257 -0.63253
C 0.02174 -2.88225 -1.17780
C 0.68219 -0.64832 -1.40711
C 1.51468 0.67333 -1.25244
O -0.31733 -0.49527 -2.10032
H 1.84317 0.12888 1.01867
H 1.21654 -0.69610 2.57511
H 0.17190 -0.49275 1.37659
H 2.41332 -2.35737 0.32784
H 1.00112 -2.82780 1.08740
H 0.37198 -3.75489 -0.61891
H -1.02346 -2.78550 -0.77409
H -0.16564 -2.99778 -2.24420
H 2.54383 0.35190 -1.09648
H 1.36173 1.04282 -2.25855
H 1.20674 1.45370 -0.56083
C -0.73214 2.45281 1.98468
C -1.75079 2.89883 0.90589
C -2.79290 1.78081 0.73862
H -0.35440 3.25598 2.59894
H 0.14561 2.17754 1.42237
H -0.96980 1.60408 2.62532
H -2.20641 3.86813 1.13081
H -1.23234 3.11133 -0.02491
H -2.27028 0.97827 0.21608
H -3.24139 1.63350 1.72398
H -3.60331 2.05679 0.06687
```

Results
- SMILES string = CCN(C)C(C)=O.CCC
- HOMO-LUMO gap (Eh) = 0.35607
- HOMO level (eV) = -8.835

***

In terms of stability, *B* leads; the second structure lies 60.4 kJ/mol higher.